--- i ---
Formula: C4H2
Source: the OMol25 dataset
Level of theory: ωB97M-V with the def2-TZVPD basis set

Structure (ORCA input):
```
! wB97M-V def2-TZVPD RIJCOSX def2/J DEFGRID3
* xyz 0 1
C 1.71922 0.81627 -0.28918
C -1.74945 -0.66362 0.18724
C 0.59675 0.41292 -0.20172
C -0.60253 -0.22314 0.12079
H 2.76248 0.66986 -0.14850
H -2.72647 -1.01230 0.33137
*
```

Calculated values
Orbital gap in eV: 10.460
Structure (SMILES): C#CC#C
HOMO level in eV: -9.85


--- ii ---
Formula: C4H2
Source: the OMol25 dataset
Level of theory: ωB97M-V with the def2-TZVPD basis set

Structure (ORCA input):
```
! wB97M-V def2-TZVPD RIJCOSX def2/J DEFGRID3
* xyz 0 1
C -0.34579 -0.89983 0.23301
C -0.03153 0.89434 0.31731
C 0.40217 -0.23277 -0.54599
C -0.01790 2.09516 0.67358
H -1.05834 -1.52609 0.67468
H 1.05137 -0.33081 -1.35258
*
```

Calculated values
Orbital gap in eV: 8.760
HOMO level in eV: -9.35


The structure shown above that is most stable: i.